C8H32B2KO8 as an isolated structure at a distorted geometry. Source: the OMol25 dataset; level of theory: the ωB97M-V functional and the def2-TZVPD basis.

Properties
* calculated total energy: -1575.19216 hartree
* E_HOMO: -4.48 eV
* LUMO level: 0.293 eV
* total charge: -1

Last column: Löwdin charge in e.
Cartesian coordinates (Å):
K: -24.03 -3.75 -6.30  0.92
B: -22.72 -1.68 -0.96  -0.46
H: -21.73 -2.12 -0.97  -0.11
H: -22.61 -0.64 -0.70  -0.12
H: -23.22 -1.83 -1.90  -0.14
H: -23.37 -2.18 -0.27  -0.13
B: -18.62 -2.74 -6.18  -0.46
H: -18.18 -1.76 -6.21  -0.12
H: -18.17 -3.25 -5.34  -0.12
H: -19.69 -2.63 -6.02  -0.14
H: -18.42 -3.26 -7.10  -0.13
C: -20.05 -7.83 -11.69  -0.19
C: -21.11 -6.76 -11.28  -0.22
O: -21.04 -6.49 -9.87  -0.09
O: -19.72 -7.59 -13.13  -0.11
H: -20.37 -8.87 -11.65  0.11
H: -19.16 -7.81 -11.06  0.11
H: -22.02 -7.12 -11.77  0.12
H: -20.88 -5.82 -11.78  0.11
H: -20.28 -5.99 -9.54  0.09
H: -19.05 -6.91 -13.11  0.07
C: -26.50 -5.61 -0.50  -0.20
C: -25.28 -6.39 -1.09  -0.24
O: -25.30 -6.51 -2.50  -0.09
O: -26.58 -4.18 -0.82  -0.08
H: -26.37 -5.69 0.57  0.10
H: -27.49 -5.99 -0.78  0.11
H: -25.29 -7.37 -0.63  0.11
H: -24.36 -5.80 -1.10  0.13
H: -25.95 -7.21 -2.62  0.07
H: -25.69 -3.88 -0.99  0.07
C: -30.78 -3.70 -6.79  -0.20
C: -30.23 -3.55 -8.23  -0.20
O: -28.87 -4.06 -8.27  -0.10
O: -31.80 -2.66 -6.62  -0.10
H: -30.07 -3.64 -5.96  0.12
H: -31.33 -4.63 -6.65  0.11
H: -30.15 -2.47 -8.35  0.12
H: -30.75 -4.01 -9.07  0.12
H: -28.91 -5.02 -8.19  0.07
H: -32.72 -2.88 -6.44  0.08
C: -25.28 -0.10 -10.43  -0.27
C: -25.04 -1.08 -11.61  -0.25
O: -23.95 -0.59 -12.30  -0.05
O: -24.15 -0.07 -9.63  -0.05
H: -26.17 -0.42 -9.88  0.12
H: -25.42 0.92 -10.78  0.12
H: -25.95 -1.24 -12.18  0.12
H: -24.74 -1.99 -11.10  0.11
H: -24.12 -0.41 -13.23  0.10
H: -23.42 -0.03 -10.25  0.08

=====

A 2-piece molecular cluster, C4H12IN2 overall at a distorted geometry. Source: the OMol25 dataset; level of theory: the ωB97M-V functional and the def2-TZVPD basis.

Properties
* calculated total energy: -566.52648 hartree
* E_HOMO: -13.46 eV
* ΔE to the lowest compared entry with this formula, charge and spin: 25.6 kcal/mol
* LUMO level: -3.321 eV
* total charge: +1

Last column: Löwdin charge in e.
Cartesian coordinates (Å):
C: 2.24 1.91 -0.12  -0.06
C: -0.47 0.08 1.60  -0.08
C: 0.82 1.66 -0.70  -0.26
C: 0.35 0.21 -0.65  -0.73
N: -0.40 -2.98 0.02  0.16
N: -0.11 -0.46 0.32  -0.13
I: 0.43 -0.83 -2.48  0.96
H: 2.25 1.25 0.72  0.07
H: 3.01 1.63 -0.76  0.06
H: 2.46 2.90 0.10  0.07
H: -0.21 -0.46 2.49  0.08
H: 0.00 1.06 1.72  0.07
H: -1.62 0.18 1.74  0.14
H: 0.19 2.31 0.00  0.13
H: 0.56 2.22 -1.63  0.11
H: 0.40 -3.34 0.60  0.14
H: -1.28 -3.18 0.51  0.13
H: -0.20 -3.46 -0.94  0.14
H: -0.16 -1.90 0.19  0.00

=====

C17H30CrNO2P2Te as an isolated structure at a distorted geometry. Source: the OMol25 dataset; level of theory: the ωB97M-V functional and the def2-TZVPD basis.

Properties
* <S²>: 3.868
* 2S+1: 4
* calculated total energy: -2866.04743 hartree
* E_HOMO (spin up / spin down): -5.20 / -5.89 eV
* ΔE to the lowest compared entry with this formula, charge and spin: 21.7 kcal/mol
* LUMO level (spin up / spin down): -0.102 / -0.142 eV
* total charge: 0

Last column: Mulliken spin population.
Cartesian coordinates (Å):
C: 0.97 -1.25 -3.95  -0.04
C: 0.98 -1.00 -2.59  0.11
N: -0.17 -0.91 -1.87  -0.09
C: -1.36 -1.20 -2.43  0.17
C: -1.42 -1.56 -3.77  -0.04
C: -0.26 -1.57 -4.54  0.10
C: 2.31 -0.79 -1.91  0.02
P: 2.18 -0.44 -0.10  -0.12
Cr: -0.06 -0.20 0.03  3.04
P: -2.36 -0.16 -0.05  -0.07
C: -2.62 -1.09 -1.60  -0.02
O: 2.75 3.74 -4.17  0.00
O: -2.06 3.75 -2.81  0.00
H: 1.92 -1.23 -4.48  -0.01
H: -2.41 -1.73 -4.19  0.00
H: -0.31 -1.79 -5.59  0.01
C: 3.13 -1.85 0.47  0.02
C: 3.20 1.05 0.13  0.00
H: -3.40 -0.55 -2.17  0.00
H: -3.03 -2.08 -1.32  0.00
H: 2.85 0.06 -2.34  0.01
H: 3.02 -1.62 -2.14  0.00
C: -3.45 -0.95 1.16  0.00
C: -3.07 1.47 -0.40  0.09
H: -1.74 3.05 -3.39  0.00
H: -1.18 4.13 -2.62  0.00
H: 2.11 3.18 -3.69  0.00
H: 3.26 3.02 -4.60  0.00
H: -0.26 -1.00 1.47  -0.07
H: 0.46 1.17 0.69  -0.04
H: 4.18 -1.86 0.16  0.00
H: 3.05 -1.82 1.56  0.01
H: 2.66 -2.77 0.10  -0.01
H: 4.28 0.87 0.04  0.00
H: 2.92 1.85 -0.58  0.00
H: 2.97 1.38 1.15  0.00
H: -4.11 1.32 -0.74  0.00
H: -3.03 2.08 0.51  0.00
H: -2.49 1.98 -1.19  -0.03
H: -4.49 -0.73 0.88  0.00
H: -3.25 -2.03 1.14  0.00
H: -3.22 -0.56 2.16  0.00
Te: -0.40 0.71 2.36  -0.06
C: 0.00 -0.67 4.10  0.00
C: -1.11 -0.91 4.91  0.00
C: -1.03 -1.88 5.92  -0.01
C: 0.17 -2.58 6.14  0.00
C: 1.29 -2.28 5.35  0.00
C: 1.21 -1.31 4.33  0.01
H: -2.04 -0.36 4.74  0.00
H: -1.91 -2.12 6.53  0.00
H: 0.23 -3.35 6.92  0.00
H: 2.23 -2.82 5.52  0.00
H: 2.09 -1.07 3.73  0.00

=====

A 12-piece molecular cluster, C35H44B3F11NO36 overall at a distorted geometry. Source: the OMol25 dataset; level of theory: the ωB97M-V functional and the def2-TZVPD basis.

Properties
* calculated total energy: -5296.89818 hartree
* E_HOMO: -4.31 eV
* LUMO level: 1.249 eV
* total charge: -1

Last column: Löwdin charge in e.
Cartesian coordinates (Å):
C: 1.54 2.63 -2.38  -0.06
C: 1.67 4.15 -2.50  -0.25
O: 0.70 4.69 -3.38  -0.04
B: -0.41 5.36 -2.79  -0.63
O: -0.20 6.18 -1.66  0.09
B: -1.95 5.19 -3.46  -0.29
B: -2.38 3.66 -2.90  -0.57
N: -3.32 3.39 -1.77  0.13
O: -1.76 2.50 -3.48  0.03
H: 2.21 2.31 -1.57  0.07
H: 0.53 2.32 -2.11  0.07
H: 1.81 2.16 -3.32  0.06
H: 2.65 4.34 -2.95  0.11
H: 1.68 4.60 -1.50  0.10
H: 0.02 5.66 -0.87  0.05
H: -1.86 5.13 -4.69  0.04
H: -2.72 6.06 -3.09  0.03
H: -3.05 2.47 -1.42  0.02
H: -4.25 3.31 -2.17  0.05
H: -2.38 2.07 -4.07  0.07
C: -2.21 4.14 1.99  -0.04
C: -1.48 3.98 3.30  -0.30
O: -0.16 3.70 2.89  0.13
C: 0.01 4.31 1.67  -0.54
O: 1.06 4.49 1.15  0.18
O: -1.18 4.67 1.15  0.09
F: -1.95 2.92 4.02  0.05
H: -2.56 3.19 1.58  0.14
H: -3.05 4.83 2.04  0.14
H: -1.48 4.87 3.93  0.17
C: 3.84 2.90 -6.52  -0.03
C: 4.76 2.25 -5.51  -0.30
O: 4.87 0.93 -6.01  0.10
C: 4.71 1.00 -7.36  -0.56
O: 5.01 0.13 -8.11  0.16
O: 4.18 2.18 -7.72  0.09
F: 4.18 2.24 -4.28  0.07
H: 2.79 2.72 -6.27  0.16
H: 3.99 3.97 -6.62  0.11
H: 5.75 2.70 -5.43  0.18
C: -7.76 1.03 -0.32  -0.06
C: -7.59 2.09 -1.38  -0.31
O: -6.94 3.13 -0.68  0.14
C: -6.22 2.54 0.32  -0.55
O: -5.36 3.07 0.93  0.18
O: -6.62 1.25 0.51  0.06
F: -8.79 2.54 -1.84  0.07
H: -8.67 1.18 0.26  0.14
H: -7.75 0.01 -0.72  0.14
H: -6.97 1.79 -2.23  0.18
C: 7.29 -0.93 -4.88  -0.04
C: 7.60 -2.22 -4.16  -0.31
O: 8.98 -2.09 -3.87  0.11
C: 9.24 -0.75 -3.76  -0.55
O: 10.22 -0.30 -3.27  0.18
O: 8.22 -0.03 -4.27  0.08
F: 7.41 -3.31 -4.95  0.07
H: 7.50 -1.01 -5.95  0.15
H: 6.27 -0.59 -4.74  0.13
H: 7.04 -2.36 -3.23  0.17
C: 1.54 6.91 -4.78  -0.03
C: 0.50 6.83 -5.88  -0.28
O: 1.32 6.73 -7.06  0.14
C: 2.47 6.15 -6.69  -0.56
O: 3.26 5.67 -7.45  0.12
O: 2.62 6.14 -5.35  0.08
F: -0.25 7.95 -5.95  0.08
H: 1.87 7.93 -4.62  0.15
H: 1.19 6.46 -3.85  0.11
H: -0.15 5.96 -5.81  0.15
C: -2.92 -2.13 1.25  -0.06
C: -3.56 -1.02 2.05  -0.31
O: -3.41 0.09 1.19  0.13
C: -3.38 -0.38 -0.09  -0.53
O: -3.52 0.29 -1.05  0.19
O: -3.18 -1.72 -0.09  0.07
F: -2.91 -0.78 3.21  0.07
H: -1.84 -2.17 1.42  0.15
H: -3.35 -3.10 1.46  0.12
H: -4.62 -1.17 2.26  0.18
C: -4.20 1.37 5.60  -0.05
C: -5.48 1.90 6.21  -0.31
O: -6.45 1.00 5.70  0.14
C: -5.82 -0.19 5.48  -0.56
O: -6.37 -1.23 5.30  0.17
O: -4.48 -0.03 5.51  0.05
F: -5.77 3.15 5.78  0.08
H: -4.02 1.78 4.61  0.13
H: -3.33 1.55 6.22  0.14
H: -5.51 1.88 7.30  0.17
C: 10.18 -5.45 -3.87  -0.05
C: 9.38 -5.31 -2.59  -0.32
O: 9.52 -6.60 -2.01  0.13
C: 10.71 -7.11 -2.44  -0.55
O: 11.25 -8.05 -1.96  0.18
O: 11.18 -6.40 -3.50  0.07
F: 8.07 -5.07 -2.84  0.07
H: 9.56 -5.86 -4.68  0.15
H: 10.62 -4.51 -4.20  0.14
H: 9.77 -4.56 -1.90  0.18
C: -1.80 -5.56 -1.06  -0.04
C: -2.59 -6.81 -1.37  -0.31
O: -3.74 -6.64 -0.55  0.13
C: -3.93 -5.30 -0.40  -0.55
O: -4.93 -4.81 0.01  0.18
O: -2.83 -4.61 -0.77  0.06
F: -1.94 -7.94 -1.00  0.08
H: -1.17 -5.69 -0.18  0.15
H: -1.19 -5.22 -1.89  0.14
H: -2.90 -6.90 -2.41  0.17
C: -3.22 -4.13 5.44  -0.04
C: -2.38 -4.07 6.70  -0.31
O: -1.08 -4.34 6.20  0.13
C: -1.04 -3.91 4.91  -0.55
O: -0.04 -3.76 4.28  0.19
O: -2.29 -3.69 4.45  0.06
F: -2.73 -5.04 7.59  0.07
H: -3.54 -5.15 5.22  0.15
H: -4.09 -3.47 5.48  0.14
H: -2.38 -3.10 7.20  0.17
C: -0.42 -5.71 10.28  -0.05
C: -0.55 -4.30 10.82  -0.31
O: -1.45 -4.47 11.89  0.13
C: -1.29 -5.75 12.36  -0.55
O: -1.69 -6.14 13.40  0.19
O: -0.60 -6.50 11.46  0.07
F: -1.10 -3.47 9.90  0.07
H: -1.21 -5.94 9.56  0.13
H: 0.55 -5.91 9.83  0.14
H: 0.38 -3.87 11.18  0.17